No. 1
DFT (the ωB97M-V functional and the def2-TZVPD basis) results for 13 unconnected molecules or ions with the total composition C68H204N35O15P11 at a distorted geometry.

Its highest occupied orbital energy is -0.295 hartree. The total energy is -258876.0645 eV.

Geometry as XYZ:
```
333
Properties=species:S:1:pos:R:3:lowdin_charge:R:1
O 0.042 9.492 0.524 -0.30
P -0.863 8.468 1.123 0.62
N -0.269 7.033 1.749 -0.30
C 0.571 7.162 2.894 -0.12
C 0.244 6.140 0.724 -0.13
N -2.258 8.125 0.145 -0.27
C -2.698 8.975 -0.942 -0.12
C -2.999 6.833 0.216 -0.12
N -1.544 9.106 2.594 -0.33
C -2.766 8.432 3.094 -0.11
C -1.379 10.467 2.937 -0.15
H 1.523 7.577 2.602 0.08
H 0.805 6.207 3.367 0.08
H 0.076 7.770 3.615 0.07
H 0.234 5.065 0.953 0.09
H 1.225 6.478 0.401 0.08
H -0.314 6.213 -0.183 0.04
H -2.186 9.904 -0.815 0.07
H -2.506 8.490 -1.936 0.07
H -3.762 9.213 -0.914 0.08
H -3.969 6.923 0.723 0.06
H -3.398 6.532 -0.757 0.07
H -2.429 6.029 0.640 0.04
H -2.888 7.442 2.720 0.02
H -2.719 8.205 4.190 0.09
H -3.689 9.025 2.925 0.09
H -0.410 10.876 2.717 0.07
H -1.537 10.581 3.989 0.07
H -2.088 11.043 2.323 0.09
O -5.173 4.645 -0.101 -0.29
P -6.562 4.173 -0.132 0.59
N -7.619 5.518 -0.307 -0.30
C -7.106 6.869 -0.539 -0.11
C -9.068 5.478 -0.108 -0.12
N -7.196 3.364 1.223 -0.28
C -6.937 4.119 2.486 -0.09
C -6.741 1.974 1.275 -0.12
N -6.778 3.270 -1.563 -0.29
C -7.993 2.529 -1.862 -0.14
C -6.055 3.679 -2.809 -0.08
H -7.257 7.217 -1.564 0.08
H -6.084 6.984 -0.218 0.05
H -7.687 7.559 0.083 0.08
H -9.366 4.422 -0.089 0.06
H -9.613 5.865 -0.974 0.08
H -9.361 6.062 0.774 0.08
H -6.836 5.213 2.275 0.09
H -7.632 3.901 3.324 0.09
H -5.943 3.834 2.873 0.06
H -7.303 1.458 2.021 0.08
H -6.723 1.521 0.298 0.04
H -5.752 1.997 1.716 0.06
H -8.512 2.200 -0.933 0.08
H -8.764 3.140 -2.389 0.09
H -7.704 1.670 -2.460 0.07
H -6.688 4.349 -3.398 0.08
H -5.775 2.821 -3.458 0.09
H -5.121 4.135 -2.516 0.06
O 3.261 -3.715 8.373 -0.32
P 2.851 -4.031 6.957 0.60
N 3.765 -3.140 5.837 -0.29
C 5.106 -2.692 6.308 -0.10
C 3.868 -3.612 4.442 -0.13
N 1.240 -3.685 6.521 -0.29
C 0.297 -4.585 7.225 -0.10
C 0.737 -2.554 5.760 -0.10
N 2.961 -5.735 6.675 -0.31
C 2.215 -6.487 5.662 -0.12
C 3.929 -6.498 7.374 -0.13
H 5.364 -1.710 5.947 0.07
H 5.892 -3.330 5.908 0.07
H 5.150 -2.738 7.408 0.07
H 2.841 -4.033 4.213 0.06
H 4.598 -4.431 4.330 0.09
H 3.947 -2.766 3.741 0.08
H -0.606 -4.043 7.417 0.07
H 0.029 -5.430 6.594 0.05
H 0.767 -4.989 8.140 0.09
H 1.561 -1.907 5.492 0.06
H 0.263 -2.895 4.831 0.06
H -0.026 -2.040 6.333 0.07
H 3.004 -6.907 5.010 0.06
H 1.702 -7.341 6.064 0.08
H 1.509 -5.865 5.120 0.05
H 3.474 -7.294 7.942 0.08
H 4.525 -5.861 8.056 0.09
H 4.592 -6.930 6.620 0.08
O -3.241 2.621 6.299 -0.28
P -2.610 2.291 5.030 0.53
N -0.941 1.883 5.202 -0.28
C -0.580 0.714 6.063 -0.12
C -0.186 3.000 5.760 -0.14
N -2.777 3.563 3.937 -0.26
C -2.491 3.591 2.473 -0.07
C -3.391 4.804 4.429 -0.11
N -3.279 0.926 4.317 -0.28
C -2.731 0.045 3.232 -0.09
C -4.718 0.697 4.569 -0.11
H -1.189 -0.126 5.765 0.05
H -0.800 0.834 7.149 0.10
H 0.513 0.455 5.963 0.09
H -0.534 3.305 6.740 0.08
H -0.245 3.873 5.083 0.08
H 0.858 2.719 5.770 0.06
H -1.814 2.775 2.233 0.04
H -3.334 3.399 1.762 0.07
H -2.085 4.569 2.184 0.06
H -4.267 5.092 3.867 0.06
H -3.687 4.647 5.459 0.07
H -2.784 5.704 4.365 0.06
H -3.309 0.184 2.298 0.06
H -1.676 0.289 3.035 0.04
H -2.870 -0.982 3.544 0.07
H -5.282 0.690 3.615 0.05
H -5.185 1.377 5.275 0.07
H -4.920 -0.300 4.985 0.08
O 6.833 -5.337 1.183 -0.28
P 6.720 -5.028 -0.240 0.57
N 6.097 -6.238 -1.222 -0.28
C 6.162 -6.220 -2.665 -0.13
C 5.277 -7.362 -0.583 -0.06
N 8.259 -4.714 -0.978 -0.31
C 8.787 -3.429 -0.507 -0.12
C 9.200 -5.760 -1.252 -0.14
N 5.683 -3.633 -0.487 -0.28
C 5.549 -2.784 0.690 -0.14
C 5.580 -2.910 -1.786 -0.08
H 6.916 -5.537 -2.990 0.05
H 5.273 -5.881 -3.209 0.08
H 6.488 -7.241 -2.938 0.09
H 5.112 -7.140 0.493 0.04
H 5.787 -8.342 -0.672 0.10
H 4.311 -7.477 -0.986 0.03
H 9.205 -3.532 0.530 0.10
H 9.532 -3.069 -1.191 0.07
H 7.982 -2.684 -0.336 0.06
H 8.798 -6.731 -0.918 0.08
H 9.672 -5.938 -2.244 0.08
H 10.086 -5.611 -0.597 0.08
H 6.275 -1.947 0.793 0.09
H 4.556 -2.282 0.574 0.07
H 5.557 -3.439 1.545 0.05
H 5.911 -3.526 -2.638 0.07
H 6.089 -1.955 -1.798 0.03
H 4.521 -2.628 -1.808 0.07
O -6.992 -3.618 -2.145 -0.28
P -6.955 -3.423 -0.701 0.57
N -6.234 -4.735 0.183 -0.31
C -6.928 -6.005 0.196 -0.14
C -4.817 -4.903 0.154 -0.16
N -8.548 -3.343 -0.062 -0.30
C -9.642 -2.951 -0.987 -0.10
C -8.824 -3.468 1.393 -0.11
N -6.173 -1.994 -0.290 -0.28
C -5.683 -1.629 1.051 -0.10
C -6.417 -0.898 -1.144 -0.15
H -8.022 -5.882 0.026 0.09
H -6.763 -6.484 1.179 0.09
H -6.594 -6.748 -0.562 0.09
H -4.287 -3.943 0.335 0.07
H -4.369 -5.390 -0.734 0.09
H -4.520 -5.609 0.942 0.08
H -10.570 -3.528 -0.834 0.08
H -9.887 -1.908 -0.833 0.07
H -9.300 -3.154 -1.999 0.07
H -7.972 -3.892 1.950 0.07
H -9.040 -2.458 1.825 0.08
H -9.730 -4.065 1.548 0.07
H -6.260 -0.897 1.633 0.07
H -5.570 -2.497 1.690 0.07
H -4.681 -1.187 1.070 0.06
H -5.598 -0.152 -1.265 0.07
H -7.295 -0.348 -0.742 0.08
H -6.723 -1.230 -2.142 0.08
O 0.933 -8.772 1.741 -0.27
P 0.981 -7.330 1.468 0.55
N 2.548 -6.838 1.706 -0.28
C 2.938 -5.516 1.342 -0.14
C 3.514 -7.632 2.500 -0.09
N -0.111 -6.451 2.385 -0.30
C -0.456 -5.010 2.244 -0.09
C -0.926 -7.190 3.376 -0.10
N 0.629 -6.837 -0.168 -0.29
C 1.561 -7.210 -1.186 -0.14
C -0.689 -7.288 -0.545 -0.15
H 2.340 -5.163 0.537 0.04
H 3.977 -5.561 0.923 0.07
H 2.844 -4.705 2.106 0.07
H 3.879 -8.483 1.931 0.07
H 3.053 -8.033 3.434 0.07
H 4.400 -6.996 2.678 0.09
H -0.414 -4.490 3.221 0.07
H 0.348 -4.574 1.611 0.05
H -1.428 -4.821 1.789 0.07
H -0.459 -7.059 4.351 0.05
H -1.996 -6.751 3.352 0.11
H -0.967 -8.256 3.177 0.06
H 1.534 -8.258 -1.505 0.10
H 1.382 -6.595 -2.091 0.07
H 2.588 -7.038 -0.866 0.04
H -1.006 -7.044 -1.572 0.08
H -1.427 -6.826 0.157 0.08
H -0.796 -8.376 -0.548 0.08
O 1.565 -2.741 -6.362 -0.30
P 0.230 -3.107 -5.794 0.54
N -0.660 -4.240 -6.613 -0.31
C 0.221 -5.400 -6.895 -0.11
C -1.402 -3.960 -7.795 -0.12
N -0.741 -1.775 -5.797 -0.28
C -2.043 -1.689 -5.189 -0.12
C -0.328 -0.552 -6.528 -0.08
N 0.371 -3.850 -4.248 -0.28
C 1.697 -3.848 -3.606 -0.12
C -0.695 -4.523 -3.592 -0.14
H -0.369 -6.239 -7.292 0.09
H 0.793 -5.711 -6.028 0.07
H 0.964 -5.094 -7.675 0.09
H -1.948 -3.021 -7.761 0.07
H -2.024 -4.816 -7.961 0.08
H -0.721 -3.895 -8.686 0.10
H -2.808 -1.808 -5.935 0.07
H -2.258 -2.535 -4.539 0.07
H -2.252 -0.791 -4.668 0.06
H -0.697 -0.356 -7.510 0.07
H -0.515 0.324 -5.935 0.05
H 0.747 -0.666 -6.593 0.06
H 1.658 -3.557 -2.478 0.08
H 2.282 -4.753 -3.619 0.06
H 2.352 -3.049 -4.035 0.08
H -0.332 -5.389 -3.127 0.03
H -1.466 -4.843 -4.330 0.09
H -1.252 -3.894 -2.822 0.09
O -0.363 5.181 -2.590 -0.29
P 0.064 5.399 -4.002 0.55
N -0.286 4.191 -5.115 -0.29
C 0.552 2.989 -5.160 -0.08
C -1.696 3.982 -5.408 -0.12
N 1.754 5.532 -4.086 -0.30
C 2.635 5.247 -2.907 -0.07
C 2.527 5.853 -5.236 -0.15
N -0.677 6.765 -4.653 -0.27
C -0.586 7.101 -6.096 -0.11
C -0.498 8.056 -3.832 -0.07
H 1.628 3.350 -5.182 0.09
H 0.382 2.391 -6.052 0.07
H 0.351 2.328 -4.330 0.06
H -1.884 3.829 -6.482 0.09
H -2.266 4.850 -5.089 0.07
H -2.199 3.152 -4.914 0.06
H 2.058 5.027 -2.038 0.05
H 3.252 4.390 -3.197 0.06
H 3.329 6.012 -2.729 0.06
H 1.853 5.860 -6.108 0.07
H 3.032 6.816 -5.244 0.08
H 3.286 5.057 -5.410 0.08
H 0.405 7.366 -6.388 0.05
H -0.717 6.246 -6.739 0.07
H -1.282 7.890 -6.269 0.08
H -1.313 8.765 -4.039 0.08
H 0.498 8.506 -3.976 0.09
H -0.601 7.791 -2.779 0.05
O -0.502 1.203 1.189 -0.31
P 0.196 0.255 0.224 0.59
N -0.801 -0.401 -1.010 -0.26
C -2.064 -0.995 -0.547 -0.11
C -0.183 -1.123 -2.107 -0.11
N 0.990 -0.981 1.047 -0.25
C 1.685 -2.101 0.346 -0.11
C 0.480 -1.274 2.428 -0.09
N 1.405 1.094 -0.525 -0.26
C 2.820 0.657 -0.458 -0.10
C 1.069 2.006 -1.602 -0.10
H -2.461 -0.301 0.184 0.04
H -1.964 -1.986 -0.113 0.08
H -2.785 -1.041 -1.363 0.08
H 0.685 -0.568 -2.463 0.08
H -0.909 -1.213 -2.882 0.05
H 0.103 -2.175 -1.958 0.05
H 1.085 -3.013 0.058 0.08
H 2.213 -1.707 -0.540 0.06
H 2.502 -2.486 0.963 0.06
H 0.631 -0.417 3.051 0.03
H -0.583 -1.562 2.405 0.08
H 1.097 -2.017 2.939 0.07
H 3.172 0.178 -1.390 0.07
H 3.528 1.473 -0.392 0.07
H 2.984 0.018 0.358 0.04
H 1.535 1.709 -2.555 0.07
H 1.363 3.017 -1.368 0.06
H -0.016 2.125 -1.769 0.08
O 6.031 0.334 -1.144 -0.29
P 6.675 1.482 -1.798 0.56
N 8.355 1.217 -2.151 -0.30
C 8.790 -0.156 -2.266 -0.13
C 9.199 2.218 -2.797 -0.13
N 6.818 2.925 -0.956 -0.30
C 7.848 3.043 0.072 -0.11
C 5.674 3.810 -0.792 -0.11
N 5.849 1.800 -3.203 -0.29
C 4.888 0.832 -3.781 -0.09
C 6.109 2.985 -3.985 -0.12
H 9.121 -0.395 -3.263 0.07
H 8.015 -0.902 -2.136 0.05
H 9.655 -0.413 -1.658 0.08
H 10.245 1.977 -2.615 0.08
H 8.978 3.254 -2.489 0.08
H 9.108 2.130 -3.880 0.08
H 7.880 4.004 0.557 0.08
H 7.653 2.333 0.905 0.10
H 8.822 2.794 -0.325 0.06
H 4.760 3.323 -1.075 0.05
H 5.552 4.128 0.268 0.10
H 5.794 4.716 -1.440 0.09
H 3.890 1.244 -4.014 0.07
H 5.268 0.579 -4.782 0.08
H 4.744 -0.094 -3.157 0.07
H 5.256 3.637 -3.882 0.05
H 6.324 2.743 -5.052 0.10
H 6.999 3.531 -3.675 0.07
C -2.605 3.161 -0.957 0.06
N -3.152 2.060 -1.802 -0.44
O -2.851 2.031 -2.954 0.05
O -3.875 1.267 -1.278 0.03
H -3.481 3.542 -0.420 0.06
H -2.019 3.811 -1.596 0.07
H -2.002 2.595 -0.277 0.06
C 1.949 1.663 2.907 0.02
N 2.856 1.328 3.997 -0.43
O 2.962 0.149 4.296 0.05
O 3.351 2.256 4.613 0.07
H 2.260 1.085 2.033 0.07
H 1.889 2.709 2.671 0.10
H 0.977 1.397 3.296 0.07
```


No. 2
DFT (the ωB97M-V functional and the def2-TZVPD basis) results for a molecular structure, C68H50BrF3NP3SiTl.

For the relative energy (zero: lowest compared OMol25 entry of this formula, charge and spin), the calculation gives 26.75 kcal/mol. Its highest occupied orbital energy is -0.372 hartree. Its charge is +1. The total energy is -191445.9596 eV.

Geometry as XYZ:
```
128
Properties=species:S:1:pos:R:3:lowdin_charge:R:1
Tl -0.076 0.170 -0.617 0.63
C 1.476 -7.345 -0.490 -0.07
C 1.359 -6.810 -1.767 -0.07
C 1.295 -5.438 -1.944 -0.10
C 1.350 -4.581 -0.843 -0.37
C 1.460 -5.130 0.433 -0.10
C 1.529 -6.505 0.611 -0.08
P 1.296 -2.756 -0.980 1.07
C 0.380 -2.561 -2.575 -0.40
C -0.870 -3.171 -2.696 -0.12
C -1.598 -3.067 -3.868 -0.08
C -1.097 -2.334 -4.939 -0.12
C 0.122 -1.690 -4.815 -0.10
C 0.858 -1.800 -3.639 -0.09
C 2.973 -2.298 -1.571 -0.38
C 3.805 -3.178 -2.252 -0.06
C 4.967 -2.726 -2.860 -0.05
C 5.297 -1.383 -2.816 -0.06
C 4.497 -0.502 -2.101 -0.09
C 3.346 -0.948 -1.445 -0.32
Si 2.431 0.196 -0.271 0.56
C 2.608 -0.537 1.469 -0.28
C 3.828 -1.164 1.739 -0.09
C 4.168 -1.558 3.026 -0.05
C 3.290 -1.330 4.076 -0.05
C 2.058 -0.748 3.825 -0.09
C 1.707 -0.350 2.538 -0.37
P -0.018 0.169 2.190 1.05
C -0.979 -1.127 3.037 -0.35
C -0.609 -2.442 2.759 -0.10
C -1.334 -3.499 3.277 -0.07
C -2.457 -3.255 4.057 -0.07
C -2.845 -1.950 4.318 -0.07
C -2.106 -0.886 3.813 -0.07
C -0.308 1.724 3.089 -0.35
C 0.712 2.405 3.750 -0.07
C 0.460 3.631 4.351 -0.07
C -0.809 4.188 4.298 -0.09
C -1.829 3.522 3.630 -0.08
C -1.577 2.301 3.023 -0.14
C 3.269 1.875 -0.224 -0.29
C 4.617 1.830 0.146 -0.10
C 5.377 2.983 0.248 -0.06
C 4.794 4.211 -0.020 -0.06
C 3.456 4.281 -0.374 -0.06
C 2.681 3.127 -0.472 -0.35
P 0.889 3.218 -0.837 1.05
C 0.481 4.957 -0.474 -0.38
C 0.087 5.233 0.835 -0.10
C -0.220 6.528 1.221 -0.07
C -0.153 7.560 0.294 -0.07
C 0.231 7.293 -1.013 -0.07
C 0.551 5.998 -1.397 -0.09
C 0.819 3.063 -2.654 -0.37
C -0.289 3.558 -3.347 -0.13
C -0.431 3.329 -4.705 -0.09
C 0.517 2.581 -5.390 -0.08
C 1.615 2.075 -4.711 -0.07
C 1.769 2.320 -3.353 -0.09
H 1.524 -8.418 -0.356 0.11
H 1.314 -7.465 -2.627 0.11
H 1.188 -5.030 -2.942 0.11
H 1.501 -4.472 1.294 0.09
H 1.620 -6.920 1.606 0.11
H -1.274 -3.744 -1.870 0.11
H -2.560 -3.557 -3.946 0.11
H -1.661 -2.263 -5.860 0.11
H 0.515 -1.100 -5.633 0.11
H 1.821 -1.309 -3.578 0.10
H 3.543 -4.225 -2.322 0.10
H 5.605 -3.425 -3.385 0.11
H 6.186 -1.021 -3.316 0.11
H 4.784 0.540 -2.032 0.10
H 4.520 -1.361 0.927 0.10
H 5.117 -2.047 3.207 0.11
H 3.553 -1.628 5.082 0.11
H 1.347 -0.625 4.634 0.12
H 0.264 -2.625 2.143 0.08
H -1.031 -4.517 3.066 0.11
H -3.034 -4.080 4.453 0.11
H -3.721 -1.754 4.922 0.11
H -2.417 0.126 4.042 0.09
H 1.707 1.982 3.792 0.10
H 1.260 4.150 4.863 0.11
H -1.006 5.139 4.776 0.11
H -2.821 3.952 3.585 0.11
H -2.373 1.793 2.486 0.11
H 5.082 0.873 0.356 0.10
H 6.418 2.920 0.537 0.11
H 5.379 5.118 0.056 0.11
H 3.006 5.246 -0.562 0.10
H 0.028 4.428 1.562 0.08
H -0.516 6.730 2.242 0.10
H -0.401 8.571 0.589 0.11
H 0.288 8.096 -1.735 0.11
H 0.861 5.802 -2.416 0.11
H -1.040 4.137 -2.820 0.10
H -1.291 3.726 -5.229 0.11
H 0.402 2.400 -6.451 0.11
H 2.364 1.500 -5.240 0.11
H 2.646 1.940 -2.842 0.09
Br -2.326 0.496 -3.515 0.88
C -2.869 1.834 -2.297 -0.72
C -3.999 2.588 -2.575 -0.09
C -4.337 3.595 -1.688 -0.04
C -3.539 3.810 -0.573 -0.04
C -2.437 2.996 -0.392 -0.15
N -2.104 2.015 -1.234 -0.02
H -4.582 2.389 -3.462 0.11
H -5.208 4.211 -1.872 0.12
H -3.753 4.598 0.135 0.11
H -1.775 3.132 0.453 0.07
F -8.004 -4.141 2.628 0.15
C -6.749 -4.410 3.026 -0.59
F -6.591 -5.739 2.984 0.14
F -6.671 -4.044 4.323 0.14
C -5.732 -3.679 2.197 -0.12
C -4.689 -4.356 1.588 0.00
C -3.736 -3.648 0.874 -0.02
C -3.826 -2.261 0.764 -0.24
C -4.895 -1.592 1.365 -0.01
C -5.842 -2.298 2.080 0.00
C -2.800 -1.529 0.082 -0.11
C -1.899 -0.919 -0.448 -0.21
H -4.616 -5.431 1.677 0.12
H -2.907 -4.165 0.410 0.12
H -4.971 -0.517 1.269 0.12
H -6.667 -1.781 2.553 0.13
```